1.
Below is a molecular structure, C5H18N4Si at a distorted geometry, with properties calculated with ωB97M-V/def2-TZVPD.

Geometry as XYZ:
```
28
Properties=species:S:1:pos:R:3:mulliken_charge:R:1
C -0.073 2.897 2.585 -1.1788
C 0.672 1.277 -2.424 -1.0168
C -2.465 -1.760 -1.040 -0.8223
C 2.199 -2.563 0.060 -1.0565
C -0.611 1.807 1.660 -0.2909
N 0.691 -0.051 -1.948 -0.1611
N -1.653 -0.787 -0.310 -0.0781
N 0.825 -2.126 -0.200 -0.1724
N 0.581 1.003 1.263 -0.6332
Si 0.036 -0.590 -0.433 -0.0036
H 0.527 3.555 1.941 0.2828
H -0.907 3.457 2.879 0.4097
H 0.464 2.486 3.529 0.2727
H -0.121 1.783 -2.034 0.2982
H 1.573 1.978 -2.186 0.2504
H 0.549 1.436 -3.419 0.4841
H -2.499 -1.429 -2.064 0.2814
H -1.946 -2.774 -0.852 0.2010
H -3.517 -1.755 -0.803 0.3613
H 2.957 -2.203 -0.471 0.4329
H 2.583 -2.338 1.073 0.2975
H 2.350 -3.633 -0.098 0.3574
H -1.339 1.154 2.200 0.2341
H -1.019 2.270 0.782 0.3414
H 1.265 -0.708 -2.457 0.2327
H -2.186 -0.084 0.336 0.2458
H 0.244 -2.648 0.412 0.2151
H 0.818 0.347 2.020 0.2151
```

Values from the calculation:
HOMO level in Eh: -0.290
Total energy in eV: -19314.329
F_max in eV/A: 4.7
Multiplicity: 1


2.
Below is 3 unconnected molecules or ions with the total composition C5H18NO2 at a distorted geometry, with properties calculated with ωB97M-V/def2-TZVPD.

Geometry as XYZ:
```
26
Properties=species:S:1:pos:R:3:mulliken_charge:R:1
C 1.076 0.135 -0.408 -1.1186
C -0.242 0.554 0.216 -0.5270
C -0.204 0.754 1.724 -0.6824
C -0.411 2.116 2.349 -0.2317
C -1.523 2.974 1.866 -1.0750
N 1.174 -1.357 -0.698 -0.2328
H 1.901 0.441 0.242 0.5008
H 1.347 0.645 -1.326 0.4826
H -0.472 1.530 -0.228 0.2635
H -1.166 0.011 -0.009 0.5730
H -1.052 0.143 2.209 0.4046
H 0.602 0.219 2.255 0.6126
H -0.363 2.047 3.425 0.4185
H 0.606 2.572 2.057 0.3080
H -1.499 3.327 0.816 0.3829
H -1.541 3.888 2.459 0.3822
H -2.521 2.510 1.957 0.3670
H 0.811 -1.519 -1.656 0.3818
H 2.152 -1.644 -0.603 0.3581
H 0.578 -1.818 0.000 0.4145
H 0.222 -3.938 -1.338 0.3274
H -1.269 -4.015 -1.200 0.3457
O -0.475 -3.782 -0.683 -0.6586
H -0.376 -0.535 -3.366 0.3162
H 0.929 -0.441 -4.076 0.3135
O 0.549 -0.300 -3.194 -0.6267
```

Values from the calculation:
Net charge: +2
HOMO level (alpha / beta) in Eh: -0.674 / -0.674
ΔE to the lowest compared entry with this formula, charge and spin in kcal/mol: 6.81
Total energy in eV: -11041.911
F_max in eV/A: 2.1
Multiplicity: 2


3.
Below is 4 unconnected molecules or ions with the total composition C5H18O3 at a distorted geometry, with properties calculated with ωB97M-V/def2-TZVPD.

Geometry as XYZ:
```
26
Properties=species:S:1:pos:R:3:mulliken_charge:R:1
C -0.673 -2.602 1.203 -1.1987
C 0.732 -2.250 0.713 -0.2562
C 1.071 -0.757 0.841 -0.6392
C 0.668 0.154 -0.316 -0.3465
C 1.127 -0.263 -1.748 -1.0382
H -1.445 -2.163 0.581 0.3036
H -0.785 -3.694 1.257 0.3430
H -0.822 -2.262 2.231 0.3053
H 1.446 -2.815 1.288 0.3455
H 0.835 -2.506 -0.340 0.1484
H 0.715 -0.295 1.747 0.3404
H 2.163 -0.761 0.887 0.2870
H -0.425 0.134 -0.397 0.2182
H 0.915 1.212 -0.229 0.3219
H 0.382 0.099 -2.461 0.2667
H 2.074 0.141 -2.125 0.3118
H 1.115 -1.345 -1.824 0.2863
O -2.009 3.619 -2.135 -0.6419
H -1.294 2.974 -2.154 0.3243
H -2.614 3.381 -1.422 0.3146
O -4.796 1.434 -3.357 -0.6250
H -4.457 0.745 -3.939 0.3158
H -4.003 1.706 -2.880 0.3134
O 4.323 -0.233 5.052 -0.6356
H 3.359 -0.220 5.041 0.3160
H 4.559 0.607 4.643 0.3191
```

Values from the calculation:
HOMO level in Eh: -0.406
ΔE to the lowest compared entry with this formula, charge and spin in kcal/mol: 15.79
Total energy in eV: -11619.023
F_max in eV/A: 1.8
Multiplicity: 1
SMILES: CCCCC.O.O.O